Entry 1:
The following is a quantum chemistry calculation of 3 unconnected molecules or ions with the total composition CH8NO3 in a non-equilibrium geometry, from the Open Molecules 2025 dataset.

```
13
CH8NO3 (wB97M-V/def2-TZVPD)
N 1.383 1.625 0.094
C 0.104 1.323 -0.687
O -0.358 0.163 -0.772
H 1.965 1.190 -0.622
H 1.331 0.878 0.751
H 0.487 1.698 -1.637
H -0.631 2.151 -0.262
H 0.078 -0.565 0.997
H -1.324 -0.995 1.363
O -0.383 -1.152 1.680
H -1.088 -1.469 -0.653
H -0.423 -2.412 0.212
O -1.140 -2.435 -0.464
```

Properties
Energy above the lowest of the compared OMol25 structures with the same formula, charge and spin: 1.179 eV
Largest force on an atom: 5.71 eV Å⁻¹
Total charge: -1

=====

Entry 2:
The following is a quantum chemistry calculation of C3H3N3S in the gas phase in a non-equilibrium geometry, from the Open Molecules 2025 dataset.

```
10
C3H3N3S (wB97M-V/def2-TZVPD)
C -1.509 -0.582 -0.440
N -1.555 0.658 -0.283
C -0.567 1.445 0.366
N 0.701 1.274 0.375
S 1.405 -0.055 -0.456
C 0.519 -1.259 0.498
N -0.731 -1.388 0.420
H -2.307 -1.099 -1.049
H -0.817 2.381 0.858
H 1.081 -1.834 1.372
```

Properties
Energy above the lowest of the compared OMol25 structures with the same formula, charge and spin: 2.306 eV
Largest force on an atom: 3.16 eV Å⁻¹
SMILES: C1=NC=NSC=N1
Total charge: 0

=====

Entry 3:
The following is a quantum chemistry calculation of a gas-phase ion, C2H3O2S2 (charge -1) in a non-equilibrium geometry, from the Open Molecules 2025 dataset.

```
9
C2H3O2S2 (wB97M-V/def2-TZVPD)
C -1.133 0.207 0.211
C 0.022 -0.676 0.127
O 1.603 1.246 -1.385
O 2.149 0.304 0.776
S -1.722 -1.200 -0.856
S 1.713 -0.036 -0.637
H -1.520 0.247 1.124
H -1.207 1.232 -0.333
H 0.096 -1.324 0.974
```

Properties
Energy above the lowest of the compared OMol25 structures with the same formula, charge and spin: 2.361 eV
Largest force on an atom: 4.73 eV Å⁻¹
Total charge: -1

=====

Entry 4:
The following is a quantum chemistry calculation of C29H41N7O in the gas phase in a non-equilibrium geometry, from the Open Molecules 2025 dataset.

```
78
C29H41N7O (wB97M-V/def2-TZVPD)
C 7.357 -4.256 1.327
C 5.947 -4.193 1.832
C 5.665 -4.006 3.176
C 4.354 -3.956 3.617
C 3.290 -4.088 2.738
C 1.879 -4.043 3.238
C 3.565 -4.274 1.380
C 2.443 -4.412 0.385
N 1.644 -3.198 0.315
C 0.428 -3.381 -0.451
C -0.461 -2.148 -0.314
C 0.281 -0.911 -0.819
C -0.564 0.360 -0.698
N -0.817 0.726 0.674
C -0.709 1.992 1.129
O -0.338 2.914 0.429
C -1.119 2.154 2.585
C -2.647 2.337 2.692
C -3.340 1.269 1.933
N -3.519 0.011 2.273
N -4.029 -0.661 1.243
C -4.160 0.184 0.240
C -4.573 0.056 -1.103
C -4.472 1.149 -1.900
C -4.000 2.403 -1.367
N -3.981 3.527 -2.133
C -3.551 3.483 -3.515
C -2.025 3.594 -3.592
C -1.546 4.895 -2.943
C -0.024 4.978 -2.943
C -2.085 4.974 -1.513
C -3.600 4.777 -1.500
N -3.664 2.531 -0.102
N -3.734 1.435 0.644
C 1.601 -0.789 -0.060
C 2.406 -2.076 -0.198
C 4.881 -4.323 0.950
H 7.565 -5.240 0.907
H 7.515 -3.519 0.540
H 8.066 -4.066 2.129
H 6.474 -3.899 3.885
H 4.155 -3.810 4.670
H 1.422 -5.030 3.163
H 1.292 -3.358 2.633
H 1.849 -3.730 4.279
H 1.780 -5.224 0.699
H 2.857 -4.678 -0.605
H -0.099 -4.256 -0.061
H 0.645 -3.563 -1.522
H -1.386 -2.296 -0.876
H -0.720 -2.029 0.739
H 0.500 -1.052 -1.885
H -0.045 1.210 -1.150
H -1.517 0.210 -1.227
H -1.174 0.006 1.284
H -0.623 3.035 2.991
H -0.820 1.273 3.154
H -2.943 2.305 3.741
H -2.928 3.298 2.257
H -4.944 -0.893 -1.455
H -4.787 1.097 -2.929
H -3.887 2.565 -3.996
H -4.013 4.328 -4.034
H -1.709 3.553 -4.636
H -1.580 2.747 -3.065
H -1.949 5.736 -3.523
H 0.391 4.195 -2.313
H 0.303 5.937 -2.549
H 0.371 4.865 -3.951
H -1.843 5.944 -1.077
H -1.613 4.204 -0.901
H -3.977 4.772 -0.478
H -4.090 5.581 -2.060
H 2.182 0.052 -0.442
H 1.399 -0.612 0.997
H 3.329 -1.998 0.381
H 2.679 -2.230 -1.260
H 5.087 -4.466 -0.102
```

Properties
Energy above the lowest of the compared OMol25 structures with the same formula, charge and spin: 0.000 eV
Largest force on an atom: 1.49 eV Å⁻¹
SMILES: Cc1ccc(C)c(CN2CCC(CNC(=O)CCc3nnc4ccc(N5CCC(C)CC5)nn34)CC2)c1
Total charge: 0

=====

Entry 5:
The following is a quantum chemistry calculation of C3H7N3 in the gas phase in a non-equilibrium geometry, from the Open Molecules 2025 dataset.

```
13
C3H7N3 (wB97M-V/def2-TZVPD)
C -1.471 0.097 0.282
N -2.211 -0.694 -0.548
N 0.030 0.514 -0.684
C 0.925 0.520 0.600
C 2.025 -0.256 0.619
N -1.243 0.433 1.423
H -2.700 -1.426 -0.052
H -1.725 -0.917 -1.411
H -0.115 1.427 -1.116
H 0.461 -0.072 -1.397
H 0.982 1.514 1.023
H 2.216 -1.084 -0.050
H 2.827 -0.056 1.311
```

Properties
Energy above the lowest of the compared OMol25 structures with the same formula, charge and spin: 3.556 eV
Largest force on an atom: 4.69 eV Å⁻¹
Total charge: 0

=====

Entry 6:
The following is a quantum chemistry calculation of a molecular structure, C42H34N4O5S in a non-equilibrium geometry, from the Open Molecules 2025 dataset.

```
86
C42H34N4O5S (wB97M-V/def2-TZVPD)
C 4.762 -3.671 0.926
C 3.448 -2.847 0.976
C 3.556 -1.467 0.318
O 2.769 -1.301 -0.867
C 1.415 -1.347 -0.646
C 0.720 -0.337 -0.055
C 1.376 0.932 0.400
C 0.595 2.181 0.094
N 1.047 3.293 0.489
C -0.693 -0.488 0.148
C -1.391 -1.587 -0.227
C -2.889 -1.697 0.043
C -3.258 -1.167 1.408
C -2.468 -1.581 2.607
N -4.257 -0.400 1.589
C -0.703 -2.642 -0.893
N -1.195 -3.781 -1.353
S 0.054 -4.594 -1.980
N 1.238 -3.558 -1.701
C 0.706 -2.502 -1.092
H 4.610 -4.565 0.332
H 5.571 -3.097 0.490
H 5.003 -3.999 1.931
H 3.157 -2.702 2.012
H 2.673 -3.457 0.523
H 4.581 -1.284 0.013
H 3.323 -0.702 1.056
H 2.348 1.064 -0.068
H 1.558 0.879 1.474
H -0.321 2.073 -0.486
H 0.417 4.032 0.171
H -1.218 0.324 0.627
H -3.122 -2.761 0.070
H -3.446 -1.193 -0.741
H -2.034 -2.572 2.500
H -3.074 -1.508 3.498
H -1.625 -0.904 2.725
H -4.696 -0.205 0.688
C 3.475 4.391 4.008
C 3.264 4.002 2.688
C 4.225 3.261 2.024
C 5.404 2.911 2.669
C 5.626 3.322 3.986
C 4.653 4.055 4.655
C 6.900 2.997 4.684
O 7.094 3.347 5.830
C 7.937 2.232 3.934
C 9.155 1.962 4.546
C 10.124 1.242 3.869
C 9.879 0.781 2.580
C 8.669 1.051 1.963
C 7.698 1.784 2.634
C 6.413 2.091 1.943
O 6.198 1.685 0.819
H 2.719 4.961 4.531
H 2.354 4.267 2.177
H 4.059 2.953 1.000
H 4.824 4.359 5.678
H 9.339 2.320 5.549
H 11.073 1.037 4.346
H 10.636 0.213 2.055
H 8.475 0.699 0.960
C -9.026 -1.571 -0.772
C -10.056 -1.848 -1.665
C -9.880 -1.629 -3.021
C -8.675 -1.122 -3.490
C -7.647 -0.824 -2.592
C -7.825 -1.060 -1.234
C -6.363 -0.240 -3.068
O -5.467 0.014 -2.289
C -6.209 0.032 -4.523
C -5.040 0.625 -4.983
C -4.876 0.873 -6.335
C -5.876 0.523 -7.235
C -7.045 -0.065 -6.783
C -7.220 -0.305 -5.426
C -8.497 -0.909 -4.954
O -9.369 -1.216 -5.739
H -9.163 -1.750 0.286
H -10.997 -2.237 -1.300
H -10.675 -1.848 -3.719
H -7.024 -0.838 -0.543
H -4.264 0.893 -4.279
H -3.966 1.339 -6.690
H -5.742 0.712 -8.292
H -7.827 -0.336 -7.478
```

Properties
Largest force on an atom: 1.29 eV Å⁻¹
Total energy: -71138.959 eV
Total charge: 0

=====

- Look up the total charge of the second one.
  0

=====

- Which value of total charge does entry 2 give?
  0

=====

What did the second record say?
The following is a quantum chemistry calculation of C3H3N3S in the gas phase in a non-equilibrium geometry, from the Open Molecules 2025 dataset.

```
10
C3H3N3S (wB97M-V/def2-TZVPD)
C -1.509 -0.582 -0.440
N -1.555 0.658 -0.283
C -0.567 1.445 0.366
N 0.701 1.274 0.375
S 1.405 -0.055 -0.456
C 0.519 -1.259 0.498
N -0.731 -1.388 0.420
H -2.307 -1.099 -1.049
H -0.817 2.381 0.858
H 1.081 -1.834 1.372
```

Properties
Energy above the lowest of the compared OMol25 structures with the same formula, charge and spin: 2.306 eV
Largest force on an atom: 3.16 eV Å⁻¹
SMILES: C1=NC=NSC=N1
Total charge: 0